C25H36F16IN2O4 | wB97M-V/def2-TZVPD

Largest force on an atom: 0.819 eV/Å
LUMO (alpha / beta): 0.317 / 0.310 eV
HOMO energy (alpha / beta): -8.04 / -8.80 eV
Multiplicity: 2
Total charge: 0

Element x y z (Å)
C: -2.459 2.958 -0.842
C: -3.227 1.655 -1.105
N: -2.603 0.789 -2.112
C: -2.714 -0.658 -1.890
C: -1.399 -1.438 -1.857
C: -0.435 -1.256 -0.669
I: 0.556 0.670 -0.892
C: -1.210 -1.352 0.645
C: -0.471 -1.741 1.933
C: -1.499 -2.369 2.882
C: 0.153 -0.531 2.644
N: 0.547 -2.786 1.666
O: 1.077 -3.282 2.712
C: 1.437 -2.729 0.483
C: 2.019 -4.142 0.257
C: 2.615 -1.778 0.751
C: 0.627 -2.356 -0.766
C: -2.632 1.142 -3.445
C: -3.047 2.543 -3.847
O: -2.311 0.335 -4.306
H: -3.138 3.798 -0.707
H: -1.850 2.867 0.057
H: -1.767 3.170 -1.654
H: -4.273 1.865 -1.363
H: -3.259 1.077 -0.183
H: -3.286 -0.815 -0.974
H: -3.299 -1.087 -2.706
H: -1.679 -2.498 -1.849
H: -0.870 -1.250 -2.793
H: -1.715 -0.405 0.853
H: -2.005 -2.091 0.480
H: -2.427 -1.794 2.847
H: -1.719 -3.392 2.575
H: -1.123 -2.394 3.903
H: 0.640 0.162 1.963
H: -0.647 0.018 3.147
H: 0.854 -0.878 3.402
H: 3.091 -4.164 0.440
H: 1.836 -4.485 -0.762
H: 1.560 -4.856 0.939
H: 3.178 -1.678 -0.181
H: 3.278 -2.219 1.493
H: 2.318 -0.779 1.056
H: 1.340 -2.112 -1.556
H: 0.099 -3.257 -1.099
H: -3.553 2.454 -4.805
H: -3.688 3.061 -3.139
H: -2.148 3.140 -4.008
C: -5.611 7.824 2.335
C: -5.681 7.702 3.861
C: -4.385 7.362 4.604
F: -3.940 6.141 4.242
F: -4.638 7.346 5.930
F: -6.655 6.847 4.220
F: -6.021 8.950 4.311
O: -6.041 6.691 1.612
C: -5.178 5.721 1.211
C: -5.594 4.344 1.747
F: -5.600 4.346 3.092
F: -4.689 3.431 1.323
F: -3.902 6.002 1.524
F: -5.247 5.633 -0.145
H: -6.332 8.601 2.087
H: -4.627 8.167 2.014
H: -3.614 8.108 4.397
H: -6.585 4.080 1.374
C: 6.410 -4.571 -3.070
C: 5.804 -4.347 -1.679
C: 6.266 -3.108 -0.905
F: 7.587 -3.187 -0.644
F: 5.604 -3.048 0.270
F: 5.947 -5.445 -0.916
F: 4.465 -4.152 -1.894
O: 7.469 -5.501 -3.140
C: 8.774 -5.123 -3.046
C: 9.485 -5.859 -1.900
F: 8.888 -5.577 -0.726
F: 10.767 -5.437 -1.842
F: 8.917 -3.791 -2.938
F: 9.400 -5.503 -4.188
H: 5.607 -5.027 -3.647
H: 6.663 -3.623 -3.544
H: 6.061 -2.198 -1.475
H: 9.460 -6.935 -2.076